49
Properties=species:S:1:pos:R:3:forces:R:3 method="wB97M-V/def2-TZVPD" total_energy_ev=-65821.7755 de_lowest_kcal_mol=0.0 homo_ev="-9.5 / -9.5" total_charge=0 mol_weight_g_mol=543.24 e_lumo_ev="0.0 / 0.0" multiplicity=2
Yb 0.190010 -1.345955 -0.513012 -0.7561 -1.0436 -0.6895
O 2.484201 1.459446 1.618790 0.0164 0.0369 0.1057
C 1.354266 0.732556 1.182245 -0.2939 0.4913 0.2835
O 1.653622 -0.027906 0.080451 0.4066 0.3399 0.0469
C 0.911776 -0.246016 2.287264 0.3319 0.1430 0.1315
C 1.400567 -0.367319 3.580473 -0.1043 0.1188 -0.2249
C 0.984333 -1.451425 4.344307 -0.1449 0.0333 -0.1562
C 0.133416 -2.398857 3.793985 -0.3058 0.0311 -0.2400
C -0.284921 -2.218321 2.483862 -0.0540 -0.2682 -0.1125
N 0.065627 -1.142724 1.780499 0.3847 -0.1074 0.6839
C -0.966583 -3.297320 1.615819 -0.0067 -0.1021 1.1788
O -1.572824 -4.205476 2.142669 0.0637 0.1345 -0.0770
O -0.732786 -3.107808 0.371295 0.0557 0.1154 -0.8456
H 3.151091 1.346887 0.931602 -0.0807 -0.0704 -0.0107
H 2.111441 0.349217 3.962428 0.0311 0.0458 -0.0504
H 1.351854 -1.574159 5.352492 0.0387 -0.0083 0.0758
H -0.199555 -3.278059 4.323323 0.0605 -0.0683 0.0537
B -0.933289 -2.107883 -3.247723 0.2348 0.3760 0.3286
N -1.682793 -0.802560 -2.820654 -0.3309 -0.2138 -0.4611
C -2.673908 -0.192534 -3.471285 -0.0131 0.1567 0.0664
C -3.138905 0.855378 -2.696526 0.1425 -0.0420 0.1882
C -2.356669 0.806371 -1.552012 0.0412 -0.0238 -0.0202
N -1.478709 -0.202941 -1.629272 -0.1056 0.2071 0.0783
N 0.571531 -1.791564 -3.468342 -0.1248 -0.2899 -0.4074
C 1.252039 -1.700625 -4.612115 0.1836 0.0904 0.0573
C 2.600023 -1.604512 -4.319354 -0.0031 -0.0217 0.1163
C 2.654795 -1.653878 -2.932060 -0.0550 0.0270 0.0594
N 1.425683 -1.776129 -2.426515 0.3300 -0.0032 0.0528
H -1.401743 -2.487896 -4.264999 -0.2021 -0.1903 -0.2305
H -0.982624 -2.894268 -2.328639 -0.0655 0.0086 0.0916
H -3.001382 -0.530897 -4.435080 0.0475 -0.1374 -0.1311
H -3.926538 1.546753 -2.912922 -0.1441 0.1005 -0.0864
H -2.396370 1.448222 -0.690547 0.0913 0.0198 0.1176
H 0.751910 -1.718194 -5.559207 -0.1779 -0.0250 -0.1448
H 3.419969 -1.528325 -5.003062 0.1261 0.0264 -0.1391
H 3.509285 -1.611871 -2.280847 0.0505 0.0387 0.0884
C -0.000356 2.863944 3.046712 0.1948 0.0788 -0.2990
C 0.124229 3.038207 1.538146 -0.2813 -0.2227 -0.0022
C -1.038031 3.869291 0.999939 0.3100 -0.1054 0.0303
C 0.168220 1.689676 0.816343 0.6405 0.1160 0.0800
H -0.114567 3.832675 3.527076 -0.0064 0.0639 0.1467
H 0.893670 2.383680 3.428626 0.0741 -0.0239 0.2337
H -0.863859 2.248752 3.291016 -0.1566 -0.0805 0.0906
H 1.060961 3.558433 1.321600 -0.0257 -0.0298 0.0141
H -1.989242 3.387101 1.216597 -0.1714 -0.0690 0.0304
H -0.951972 3.998345 -0.075775 -0.0596 0.0635 -0.1771
H -1.044203 4.850511 1.465741 -0.0662 0.1662 0.0289
H 0.269778 1.866070 -0.262605 -0.0836 -0.0186 0.1333
H -0.762466 1.133907 0.999253 -0.0369 0.1355 -0.0869